Below is an isolated molecule of CH2N2O, with properties calculated with wB97M-V/def2-TZVPD.

Properties
**Energy**: -6093.7707 eV
**Orbital gap**: 11.83 eV
**Molar mass**: 58.040 g/mol
**LUMO**: 0.5 eV
**Energy above the lowest of the compared OMol25 structures with the same formula, charge and spin**: 74.7 kcal/mol
**Strongest force on any atom**: 4.26 eV/Å
**SMILES**: N#CON
**Highest occupied orbital energy**: -0.41727 hartree

Geometry as ORCA input:
```
! wB97M-V def2-TZVPD RIJCOSX def2/J DEFGRID3
* xyz 0 1
N 1.949 0.732 0.036
C 1.174 -0.102 0.051
O 0.168 -0.947 -0.001
N -1.151 -0.350 0.051
H -0.975 0.519 0.771
H -1.166 0.148 -0.908
*
```

***

Below is a cluster of 3 separate species, C6H18NO2S in total, with properties calculated with wB97M-V/def2-TZVPD.

Properties
**Energy**: -22932.9181 eV
**Orbital gap**: 6.41 eV
**Molar mass**: 168.282 g/mol
**LUMO**: 3.3 eV
**Energy above the lowest of the compared OMol25 structures with the same formula, charge and spin**: 54.5 kcal/mol
**Strongest force on any atom**: 8.98 eV/Å
**Highest occupied orbital energy**: -0.11608 hartree

Geometry as ORCA input:
```
! wB97M-V def2-TZVPD RIJCOSX def2/J DEFGRID3
* xyz -1 1
C 1.095 0.663 -0.942
C 2.378 -0.058 -1.363
S 2.145 -1.864 -1.946
C 0.534 0.187 0.377
N -0.922 0.222 0.594
C -1.481 1.507 1.075
C -1.322 2.652 -0.014
C -1.840 -0.130 -0.535
H 1.366 1.663 -0.869
H 0.325 0.876 -1.689
H 3.112 -0.266 -0.452
H 2.823 0.619 -2.083
H 0.582 -0.983 0.391
H 0.997 0.375 1.271
H -1.074 1.787 2.101
H -2.515 1.454 1.340
H -0.241 3.075 0.113
H -1.490 2.446 -1.118
H -2.078 3.391 0.081
H -1.352 -0.853 -1.238
H -2.679 -0.652 -0.063
H -2.252 0.687 -1.179
H 1.374 -3.759 0.578
H 2.245 -2.591 0.198
O 1.864 -3.195 0.999
H 0.111 -2.697 1.593
H -0.932 -1.901 1.107
O -0.774 -2.655 1.674
*
```

***

Below is an isolated molecule of CH3IOS, with properties calculated with wB97M-V/def2-TZVPD.

Properties
**Energy**: -22066.8565 eV
**Orbital gap**: 8.80 eV
**Molar mass**: 190.005 g/mol
**LUMO**: -0.3 eV
**Energy above the lowest of the compared OMol25 structures with the same formula, charge and spin**: 28.2 kcal/mol
**Strongest force on any atom**: 7.30 eV/Å
**Highest occupied orbital energy**: -0.33561 hartree

Geometry as ORCA input:
```
! wB97M-V def2-TZVPD RIJCOSX def2/J DEFGRID3
* xyz 0 1
C -0.221 0.032 -0.026
O -2.499 -1.476 1.255
S -2.322 -0.712 0.063
I -3.318 1.402 0.199
H 0.259 -0.904 0.112
H 0.054 0.769 0.548
H 0.013 0.129 -1.074
*
```